#one
9
Properties=species:S:1:pos:R:3 method="wB97M-V/def2-TZVPD" homo_ev="-9.5 / -9.5" smiles="CC#N.O=NI" orbital_gap_ev="8.60 / 8.60"
C -0.0889 -0.1922 0.6788
C -0.5304 1.1362 0.8887
N -0.8291 2.2410 1.0250
H -0.8146 -1.0376 0.8585
H 0.4690 -0.2824 -0.3448
H 0.5969 -0.3291 1.4881
O -2.4357 1.4391 -0.7102
N -3.5693 1.4621 -0.4509
I -4.5439 -0.4108 0.0109

***

#two
9
Properties=species:S:1:pos:R:3 method="wB97M-V/def2-TZVPD" homo_ev=-9.2 smiles="IN1N=CCO1" orbital_gap_ev=8.96
I -1.0404 1.4376 2.1923
N -1.4519 0.0628 0.6324
N -0.9802 0.8896 -0.7285
C 0.1232 0.3548 -1.0220
C 0.6237 -0.5944 -0.0720
O -0.5761 -0.9906 0.6331
H 0.7538 0.5920 -1.9956
H 1.1166 -1.4892 -0.4041
H 1.4313 -0.2626 0.7644

***

What is the stability order? It is #one, #two, from most stable to least stable.

***

#one
8
Properties=species:S:1:pos:R:3 method="wB97M-V/def2-TZVPD" homo_ev=-11.1 orbital_gap_ev=11.64
C -0.4878 0.4843 0.6289
O 1.3936 -0.3969 -1.5851
O 0.8140 0.8296 0.7237
O 2.7497 -0.6376 0.5409
O -0.8981 -0.4837 0.0862
S 2.1336 0.3694 -0.2469
H -1.0717 1.1379 1.3411
H 0.6153 -0.9974 -1.7716

***

#two
8
Properties=species:S:1:pos:R:3 method="wB97M-V/def2-TZVPD" homo_ev=-10.7 orbital_gap_ev=11.41
C -0.6304 0.2695 -1.3222
O 0.6152 -1.1701 1.3379
O 1.0411 1.1422 1.2271
O -1.0933 0.2999 0.0342
O 0.4274 -0.1384 -1.6245
S -0.0463 0.2460 1.4435
H -1.5789 0.5471 -1.7806
H 1.2653 -1.1960 0.6847

***

What is the stability order? It is #two, #one, from most stable to least stable.

***

#one
8
Properties=species:S:1:pos:R:3 method="wB97M-V/def2-TZVPD" homo_ev=-9.5 orbital_gap_ev=7.24
O 2.3163 1.5472 0.1300
S 1.7662 0.6717 1.1181
O 2.4123 -0.5704 1.3657
C -1.7679 -0.4227 -0.6735
O -0.9313 0.1250 0.1545
O 0.4373 -0.1738 -0.2456
H -2.7548 -0.1631 -0.3256
H -1.4780 -1.0138 -1.5237

***

#two
8
Properties=species:S:1:pos:R:3 method="wB97M-V/def2-TZVPD" homo_ev=-11.6 orbital_gap_ev=12.04
C -1.1105 -0.0090 -0.0898
O 1.8154 -1.2006 -0.0062
O 1.7705 1.2350 -0.0687
O -0.1711 -0.0559 -1.0715
O -0.0255 0.0179 1.1704
S 1.0847 0.0055 0.0297
H -1.6707 0.9234 -0.0213
H -1.6928 -0.9162 0.0574

***

What is the stability order? It is #two, #one, from most stable to least stable.

***

#one
10
Properties=species:S:1:pos:R:3 method="wB97M-V/def2-TZVPD" homo_ev="-7.8 / -7.8" smiles="C=C(C)OI" orbital_gap_ev="6.50 / 6.49"
C -0.2953 1.6112 -0.1599
C -0.6799 0.0885 -0.5987
C 0.0043 -1.0749 -0.0161
O -1.4462 0.0913 -1.6340
I -2.9053 -1.2742 -1.9631
H -0.9587 2.3455 -0.6496
H 0.6238 1.7701 0.4391
H 0.5949 -1.6843 -0.6791
H 0.5013 -0.7124 0.7793
H -0.8231 -1.7191 0.1932

***

#two
10
Properties=species:S:1:pos:R:3 method="wB97M-V/def2-TZVPD" homo_ev=-9.4 smiles=C[C@H]1O[C@@H]1I orbital_gap_ev=9.95
C 0.7035 -0.0058 0.1281
C -0.7244 -0.0672 -0.3999
O -1.2654 -1.3226 -0.5713
C -1.8834 -0.6045 0.4167
I -3.8505 0.0546 -0.0020
H 1.4522 -0.2619 -0.7233
H 0.8335 -0.6135 1.0968
H 1.0841 0.9606 0.1751
H -1.0074 0.7158 -1.1089
H -1.7442 -1.0179 1.5321

***

What is the stability order? It is #two, #one, from most stable to least stable.

***

#one
10
Properties=species:S:1:pos:R:3 method="wB97M-V/def2-TZVPD" homo_ev=-9.2 orbital_gap_ev=8.88
C -0.6577 0.3803 0.5760
C -1.8238 0.0814 -0.3399
C 0.7923 0.2293 0.2466
O -1.4504 1.3769 -0.0186
I -3.9324 -0.1156 -0.0656
H -0.8429 0.2609 1.5643
H -1.6571 -0.1296 -2.1076
H 1.0700 -0.6783 0.7220
H 1.2285 1.0821 0.7284
H 1.1792 0.2373 -0.8581

***

#two
10
Properties=species:S:1:pos:R:3 method="wB97M-V/def2-TZVPD" homo_ev=-8.4 orbital_gap_ev=7.21
C -1.0838 -0.1480 1.0806
C -0.3854 -0.1829 -0.1400
C 0.9461 0.5937 -0.1901
O -0.8853 -0.8749 -1.0568
I 0.3813 -1.9190 -2.2394
H -2.0092 -0.6691 1.4168
H -0.7124 0.6616 1.6353
H 1.8235 -0.0124 -0.4922
H 0.9770 1.4967 -0.8302
H 0.9480 1.0543 0.8159

***

#three
10
Properties=species:S:1:pos:R:3 method="wB97M-V/def2-TZVPD" homo_ev=-9.3 smiles=C[C@H]1O[C@@H]1I orbital_gap_ev=9.89
C 0.5210 0.2773 1.2048
C 0.4520 0.2021 -0.3282
O 0.4369 -1.0938 -0.8324
C -0.7869 -0.5068 -0.8739
I -1.6057 -0.0317 -2.7502
H 0.1258 -0.5264 1.6579
H -0.1744 1.0958 1.5854
H 1.6280 0.4024 1.3490
H 1.0425 1.0356 -0.8357
H -1.6393 -0.8544 -0.1765

***

What is the stability order? It is #three, #two, #one, from most stable to least stable.

***

#one
9
Properties=species:S:1:pos:R:3 method="wB97M-V/def2-TZVPD" homo_ev=-9.5 smiles="C/C(F)=C/F" orbital_gap_ev=10.45
C 0.2131 -0.0004 0.5464
C 0.7454 -0.9014 -0.4973
F 1.5979 -1.7859 -0.0680
C 0.3319 -0.8787 -1.7807
F 0.9087 -1.7577 -2.7014
H 1.1788 0.2297 1.1392
H 0.0017 0.8554 0.0662
H -0.5257 -0.3726 1.2500
H -0.2591 -0.0716 -2.2201

***

#two
9
Properties=species:S:1:pos:R:3 method="wB97M-V/def2-TZVPD" homo_ev=-10.2 smiles="C=CC(F)F" orbital_gap_ev=10.97
C -1.2663 0.6285 -0.1293
C 0.1225 0.5163 0.0544
C 0.9135 -0.5792 0.3326
F 0.1275 -1.6334 0.5435
F 1.7819 -0.7229 -0.7892
H -1.8412 -0.3143 0.0615
H -1.7853 1.3377 -0.7858
H 0.6318 1.1565 -0.5490
H 1.3156 -0.3893 1.2614

***

What is the stability order? It is #one, #two, from most stable to least stable.

***

#one
47
Properties=species:S:1:pos:R:3 method="wB97M-V/def2-TZVPD" homo_ev=-7.6 orbital_gap_ev=9.92 charge=-1
C 0.2226 -0.3170 0.6241
O 0.9146 -1.2560 0.3891
O -0.2574 0.4150 -0.4239
O -0.0504 0.0670 1.7691
H -0.0234 0.1720 -1.2759
O -0.1554 -2.6590 2.6401
H -0.5354 -2.1960 3.3441
H -0.0754 -1.9760 1.9391
O -2.8084 -0.2910 3.2781
H -3.4004 -0.9070 2.7981
H -2.1204 -0.0610 2.6521
O 0.8776 1.3300 3.9431
H 1.8126 1.2160 3.8141
H 0.4636 0.8610 3.1921
O -2.3014 -0.4930 -2.3949
H -2.5004 -0.2200 -1.5069
H -2.1994 -1.4440 -2.5249
O 2.5876 -1.0930 2.6321
H 1.8796 -1.0340 2.0271
H 2.2846 -1.6370 3.3301
O 0.2606 3.5130 -1.0879
H 0.0746 3.3860 -0.1859
H 0.0146 4.3700 -1.2869
O -1.5174 2.4900 1.1131
H -1.5024 2.4120 2.0791
H -1.1994 1.6610 0.7911
O -1.0194 1.8910 -3.2599
H -1.5174 1.2030 -2.8119
H -0.8044 2.4970 -2.5809
O 3.6446 -2.5470 -0.0919
H 3.0306 -2.0000 0.3761
H 3.8776 -2.0620 -0.8819
O 1.4466 -0.0890 -2.4499
H 1.6216 0.7180 -2.9149
H 2.1256 0.0210 -1.7489
O -0.1974 -1.0210 -4.6049
H 0.4996 -1.1730 -5.2359
H 0.2196 -0.7200 -3.7569
O -3.0584 -0.0990 0.1651
H -3.9744 -0.3580 0.3881
H -2.4964 -0.8630 0.2991
O 1.3426 2.3030 1.1801
H 1.7466 2.1080 0.3401
H 0.7956 1.5810 1.4841
O 0.3966 -2.8430 -1.8429
H 0.6016 -2.1920 -1.1749
H 0.9726 -2.6620 -2.5439

***

#two
47
Properties=species:S:1:pos:R:3 method="wB97M-V/def2-TZVPD" homo_ev=-6.9 orbital_gap_ev=8.69 charge=-1
C 0.3518 0.1745 0.0860
O 0.2903 -0.8803 -0.5833
O -0.7697 0.6496 0.7527
O 1.4516 0.7182 0.4222
H -1.5247 0.2933 0.2859
O -3.2782 0.6906 0.2359
H -3.6677 0.1156 -0.4548
H -4.0247 1.1265 0.6314
O 0.6250 3.1941 1.6273
H 1.5840 3.1238 1.5222
H 0.4198 2.3458 1.2256
O 1.5098 2.5744 -1.5161
H 0.7667 3.1096 -1.7598
H 1.1688 2.1950 -0.6941
O 2.0603 0.3876 -3.2434
H 2.1408 -0.3656 -2.6621
H 1.7910 1.1554 -2.7983
O -0.5927 -3.4330 0.3843
H -0.1651 -2.6231 0.0910
H -1.4017 -3.0349 0.6523
O 3.9297 0.2783 -0.7348
H 3.5666 0.5158 -1.5940
H 3.1942 0.3064 -0.1515
O -1.7971 -0.1581 -2.3117
H -1.9207 0.7763 -2.1850
H -0.9819 -0.3387 -1.8150
O 2.5249 -1.2284 1.9369
H 2.0485 -0.7444 1.2289
H 2.4308 -2.0972 1.5545
O -2.6815 -2.0478 1.3911
H -2.1503 -1.6996 2.0875
H -3.5436 -1.7607 1.5476
O -0.5549 -2.7295 -2.5031
H -0.0770 -3.5227 -2.3181
H -1.3591 -2.8690 -1.9832
O -2.9093 0.6916 3.0887
H -2.0501 0.7577 3.5155
H -2.6919 0.7697 2.1886
O 1.8791 1.1872 3.3564
H 1.9184 0.5359 2.7021
H 2.4811 0.8384 3.9907
O 2.1323 -2.0312 -1.9537
H 2.0346 -2.9585 -1.7727
H 1.3483 -1.6614 -1.4903
O -1.5766 2.5693 -0.9847
H -2.1565 1.9150 -0.7098
H -1.7733 3.1882 -0.2859

***

What is the stability order? It is #one, #two, from most stable to least stable.

***

#one
17
Properties=species:S:1:pos:R:3 method="wB97M-V/def2-TZVPD" s_squared=0.75 multiplicity=2 homo_ev="0.2 / -3.3" orbital_gap_ev="3.27 / 6.76" charge=-1
S 3.1884 0.2025 -0.2773
S 2.4315 -0.5351 1.5372
C 0.6526 -0.9143 1.0510
C -0.1487 -0.0887 -0.0829
C -1.5654 0.3063 0.3353
N -2.1827 1.3859 -0.4535
N 0.0549 -0.5802 -1.5418
H 4.3550 0.7266 0.0911
H -0.1901 -1.2073 1.8043
H 0.5952 -2.0778 0.7290
H 0.2675 0.8727 -0.2266
H -1.3536 0.7817 1.3533
H -2.2042 -0.5810 0.5117
H -2.4258 2.2350 0.0892
H -1.4155 1.4963 -1.2049
H -0.9009 -0.8404 -1.8620
H 0.8418 -1.1823 -1.8529

***

#two
17
Properties=species:S:1:pos:R:3 method="wB97M-V/def2-TZVPD" s_squared=0.75 multiplicity=2 homo_ev="-0.2 / -2.9" orbital_gap_ev="4.11 / 6.66" charge=-1
S 2.5879 -1.1887 2.2432
S 1.1617 0.4862 2.3335
C -0.1254 -0.2933 1.2832
C -0.3969 0.5023 -0.0035
C -1.2480 -0.4681 -0.8957
N -1.4025 -0.0777 -2.3062
N 0.7173 1.0687 -0.7177
H 3.4441 -0.6467 3.1295
H -1.1595 -0.3883 1.6543
H 0.2664 -1.3253 1.1156
H -0.9859 1.3921 0.2501
H -2.2535 -0.5501 -0.4701
H -0.8013 -1.4808 -0.9462
H -0.7345 -0.4583 -2.9559
H -1.4911 0.9060 -2.5049
H 1.5475 0.5007 -0.7628
H 0.8740 2.0213 -0.4465

***

What is the stability order? It is #two, #one, from most stable to least stable.